Density functional theory data (ωB97M-V/def2-TZVPD) for a molecular structure, C5H6O at a distorted geometry.

XYZ file:
```
12
C5H6O | the Open Molecules 2025 dataset | ωB97M-V/def2-TZVPD
C -0.30716 0.09322 -1.42104
C -0.63519 0.92011 -0.25260
C -0.83704 -0.54403 -0.14209
C 0.26784 -0.79954 0.87032
O 1.56855 -0.45455 0.35636
C 0.79842 0.53348 0.93802
H 0.74303 -0.04028 -1.65925
H -0.98237 0.05729 -2.27742
H -0.29785 1.75121 0.31744
H -1.77074 -1.10159 -0.12776
H 0.25060 -1.55811 1.63658
H 1.20191 1.14279 1.76144
```

Output
total charge = 0
highest occupied orbital energy = -8.47 eV
energy relative to the best compared isomer or geometry (same formula, charge and spin) = 5.8318 eV
orbital gap = 9.7 eV